Record 1
Here is the molecule C16H19N6O3P in a non-equilibrium geometry from OMol25. Energies are from ωB97M-V/def2-TZVPD.

Atoms and positions in Å:
1 O 0.6730 -1.7703 2.2452
2 N -3.3250 0.6162 -0.3673
3 N -4.6770 2.3700 2.6359
4 N -2.7448 3.4337 1.7334
5 O 0.9481 1.7192 0.3046
6 O 2.9288 -0.7605 1.4470
7 C -2.2235 1.1515 -0.8781
8 C -3.7199 3.2851 2.6557
9 C -4.6355 1.4934 1.6856
10 C -2.7515 2.4748 0.7848
11 C 4.2213 -3.1919 -2.3143
12 C 2.9680 -3.7023 -2.5484
13 C 4.4534 -2.1736 -1.4202
14 C -3.6781 1.4591 0.7005
15 C 2.0704 -2.1025 -0.9337
16 C 1.8752 -3.1659 -1.8457
17 C 3.3661 -1.5845 -0.7641
18 N -5.6111 0.5572 1.7133
19 N -1.8560 2.3190 -0.2214
20 N 1.0127 -1.6179 -0.2652
21 C 0.5661 -3.8469 -1.9896
22 C 3.5614 -0.4029 0.2076
23 C 0.3917 3.0378 0.4174
24 C -0.7429 3.2207 -0.6204
25 C 0.5469 0.7928 1.3608
26 P 1.3306 -0.8792 1.2737
27 H -1.7340 0.7397 -1.7733
28 H -3.8218 4.1173 3.3306
29 H 5.0334 -3.5884 -2.8991
30 H 2.8438 -4.5038 -3.2208
31 H 5.4401 -1.7671 -1.3483
32 H -6.0026 0.5156 2.6701
33 H -5.2726 -0.3217 1.3290
34 H 0.2147 -2.2616 -0.1761
35 H 0.2666 -4.3243 -1.0099
36 H -0.2374 -3.1611 -2.3428
37 H 0.5732 -4.6458 -2.7404
38 H 4.6098 -0.2013 0.3655
39 H 3.1987 0.5377 -0.2081
40 H 1.1457 3.7976 0.1879
41 H -0.0035 3.2628 1.4414
42 H -0.3656 2.9815 -1.6101
43 H -1.0294 4.2796 -0.6529
44 H -0.5606 0.6111 1.3135
45 H 0.7530 1.1997 2.3465

The net charge is 0. The value obtained for the frontier orbital gap is 8.8 eV. As for the SMILES: Cc1cccc2c1N[P@](=O)(COCCn1cnc3c(N)ncnc31)OC2. The HOMO energy is -8.251 eV.

These are the Löwdin partial charges, in e, on atoms 1 to 2: number 1, O, carries -0.28; number 2, N, carries 0.12

Record 2
Here is the ion C3H6NO2 with charge -1 in a non-equilibrium geometry from OMol25. Energies are from ωB97M-V/def2-TZVPD.

Atoms and positions in Å:
1 C -0.4182 1.1867 0.9488
2 N 0.5765 0.1786 0.6537
3 C 0.0029 -0.9784 0.0291
4 C 0.2749 -0.8503 -1.5094
5 O 0.2394 -1.9165 -2.1009
6 O 0.5094 0.2876 -1.9609
7 H -0.9976 1.4513 0.1526
8 H 0.1732 2.1859 1.1683
9 H -1.0981 0.9688 1.8831
10 H 1.3631 0.4902 0.0578
11 H -1.0476 -1.0294 0.2368
12 H 0.4221 -1.9744 0.4409

The net charge is -1. The value obtained for the frontier orbital gap is 7.8 eV. As for the SMILES: CNCC(=O)[O-]. The HOMO energy is -3.553 eV. As for the energy relative to the best compared isomer or geometry (same formula, charge and spin): 1.183 eV.

These are the Löwdin partial charges, in e, on atoms 1 to 2: number 1, C, carries -0.19; number 2, N, carries -0.17

Record 3
Here is a structure of composition C41H59N4O6PS6TeY in a non-equilibrium geometry from OMol25. Energies are from ωB97M-V/def2-TZVPD.

Atoms and positions in Å:
1 Y 0.3010 -0.4482 -0.1322
2 C 0.2636 1.2360 -3.2129
3 O 0.1924 1.3510 -1.8012
4 C 0.4411 2.6752 -1.3587
5 C 0.7451 2.6964 0.1097
6 O -0.2814 1.9744 0.7888
7 C -0.2973 2.1462 2.1675
8 H -0.3626 1.9284 -3.8326
9 H 0.0074 0.2158 -3.4724
10 H 1.3181 1.4774 -3.4988
11 H -0.4215 3.2897 -1.6201
12 H 1.3364 3.0987 -1.8889
13 H 0.8660 3.7022 0.5460
14 H 1.6707 2.2148 0.2865
15 H -0.4310 3.2351 2.3836
16 H 0.6259 1.8082 2.6359
17 H -1.1006 1.5247 2.5974
18 S -1.9106 -1.0871 -1.7490
19 C -3.2747 -0.0639 -1.5035
20 N -4.3769 -0.5713 -1.0391
21 N -5.5050 0.3551 -1.0145
22 C -6.0793 0.7038 0.2467
23 C -7.4426 0.8875 0.3879
24 C -7.9312 1.4067 1.5952
25 C -7.0501 1.8180 2.6190
26 C -5.6754 1.5802 2.4158
27 C -5.2038 0.9907 1.2916
28 N -3.1842 1.2648 -1.9385
29 N -3.2314 2.0990 -1.0110
30 C -3.4145 3.4765 -1.4705
31 C -4.1182 4.2493 -0.5606
32 C -4.1572 5.6531 -0.7452
33 C -3.5418 6.1895 -1.8410
34 C -2.9717 5.3807 -2.8195
35 C -2.8628 4.0438 -2.6531
36 H -6.2496 0.0222 -1.5919
37 H -8.0479 0.5248 -0.4296
38 H -8.9906 1.5007 1.7479
39 H -7.4260 2.2966 3.4456
40 H -4.9703 1.9504 3.1483
41 H -4.1475 0.8413 1.1719
42 H -4.6370 3.7500 0.2625
43 H -4.5423 6.2804 0.0445
44 H -3.5430 7.2967 -2.0749
45 H -2.6037 5.8772 -3.6970
46 H -2.3177 3.4517 -3.3624
47 O 1.6775 -0.0841 1.7189
48 S 2.8391 -1.1187 1.9548
49 C 2.0776 -2.3911 2.9935
50 C 0.8522 -1.9522 3.7324
51 C -0.2728 -3.0370 3.8222
52 C -0.9284 -3.3496 2.5254
53 S -1.9822 -2.0248 1.7701
54 O -1.2292 -0.7086 1.5652
55 C -2.9064 -1.7051 3.2100
56 C -4.0714 -2.4299 3.4867
57 C -4.7084 -2.2279 4.7164
58 C -4.2545 -1.3294 5.6638
59 C -3.1046 -0.6364 5.3794
60 C -2.4331 -0.8024 4.1528
61 C 3.8637 -0.2140 3.0745
62 C 4.8973 0.4902 2.4280
63 C 5.6839 1.3738 3.1432
64 C 5.5407 1.4590 4.5211
65 C 4.5738 0.7744 5.2188
66 C 3.6517 0.0078 4.4634
67 H 2.8509 -2.8144 3.6531
68 H 1.9073 -3.1207 2.1985
69 H 1.1517 -1.6376 4.7721
70 H 0.4212 -1.1149 3.2198
71 H -1.0253 -2.7623 4.6337
72 H 0.2000 -3.9404 4.2033
73 H -1.6896 -4.1355 2.5307
74 H -0.2060 -3.5918 1.7254
75 H -4.5033 -3.1100 2.7912
76 H -5.6711 -2.7131 4.8801
77 H -4.7426 -1.1607 6.6122
78 H -2.6309 -0.0370 6.1180
79 H -1.5599 -0.2720 3.8961
80 H 5.0024 0.3879 1.3639
81 H 6.4233 1.9379 2.5782
82 H 6.3206 2.0073 5.0439
83 H 4.5254 0.8903 6.2814
84 H 2.8199 -0.5004 4.9265
85 S 0.7725 -2.7806 -0.4329
86 C -0.4209 -1.6086 -7.5059
87 Te -1.4417 -2.0010 -5.6841
88 C -2.7425 -0.3931 -5.9530
89 H -0.2141 -2.4901 -8.0916
90 H 0.5486 -1.1490 -7.3245
91 H -1.0344 -0.9277 -8.1221
92 H -3.4835 -0.4456 -6.7547
93 H -2.1480 0.4887 -6.0159
94 H -3.3765 -0.3508 -5.0248
95 C 2.4809 -1.9090 -4.1051
96 C 3.8815 -2.3168 -3.7121
97 C 4.0229 -3.7904 -3.4065
98 O 4.1453 -1.7173 -2.4395
99 P 4.6226 -0.2321 -2.0743
100 S 5.4178 0.7554 -3.5963
101 S 3.1860 0.6182 -1.0150
102 O 5.7400 -0.5353 -0.9916
103 C 7.0162 -1.2924 -1.0507
104 C 7.4404 -1.8749 -2.4167
105 C 6.8112 -2.4065 -0.0282
106 H 2.0763 -2.5242 -4.9522
107 H 2.4337 -0.8345 -4.3227
108 H 1.8654 -2.1138 -3.2343
109 H 4.6422 -2.0087 -4.3968
110 H 3.3390 -4.0507 -2.5857
111 H 5.0514 -3.9319 -2.9991
112 H 3.8569 -4.4246 -4.2385
113 H 7.7724 -0.5623 -0.7321
114 H 6.6347 -2.3094 -2.9898
115 H 8.2824 -2.5823 -2.2631
116 H 7.8041 -1.0598 -3.0066
117 H 5.8378 -2.8941 -0.1002
118 H 6.7197 -1.8900 0.9448
119 H 7.6327 -3.1556 0.0797

The net charge is -1. The value obtained for the frontier orbital gap is 5.9 eV. The HOMO energy is -4.006 eV.

These are the Löwdin partial charges, in e, on atoms 1 to 2: number 1, Y, carries 0.75; number 2, C, carries -0.11

Record 4
Here is a structure of composition C20H27N2O3PSTi in a non-equilibrium geometry from OMol25. Energies are from ωB97M-V/def2-TZVPD.

Atoms and positions in Å:
1 C 2.5890 -0.7915 -3.8575
2 C 2.4322 -1.8310 -2.9492
3 C 1.8542 -1.6027 -1.6977
4 C 1.3798 -0.3244 -1.3577
5 C 1.5516 0.7181 -2.2804
6 C 2.1479 0.4853 -3.5348
7 C 1.8327 -2.7615 -0.7541
8 C 1.5930 -2.4561 0.7384
9 N 2.3248 -1.2642 1.3261
10 Ti 0.5860 -0.1306 0.6987
11 C 1.0416 2.0849 -1.9067
12 P 0.8359 2.1258 -0.0598
13 H 2.8132 -2.8302 -3.1607
14 H 2.2360 1.3097 -4.2414
15 H 3.0379 -0.9899 -4.8276
16 H 0.0456 2.2744 -2.3447
17 H 1.7059 2.9114 -2.2003
18 H 0.9908 -3.4137 -1.0232
19 H 2.7350 -3.3838 -0.8958
20 H 0.5013 -2.3270 0.9828
21 C -0.4165 3.4149 0.0649
22 C 2.4005 2.9179 0.4689
23 H 1.9180 -3.3312 1.2889
24 C 3.6013 -0.8953 0.6603
25 C 2.6068 -1.6101 2.7668
26 H 0.6413 0.9562 2.2126
27 H 4.4449 -1.1956 1.3002
28 H 3.7608 -1.4325 -0.2668
29 H 3.6249 0.1808 0.4748
30 H 3.6843 -1.8198 2.8910
31 H 2.2693 -0.7957 3.4201
32 H 2.0687 -2.5249 3.0797
33 H 2.4453 3.9027 -0.0063
34 H 2.3612 3.0404 1.5587
35 H 3.2757 2.3119 0.1945
36 H -0.0822 4.2798 -0.5105
37 H -1.3635 3.0427 -0.3372
38 H -0.5246 3.7031 1.1139
39 H 0.8023 0.1998 2.5297
40 O -5.0024 0.8984 -2.3744
41 S -4.3991 1.3535 -1.1443
42 O -4.6652 2.7034 -0.7054
43 N -2.7555 0.9721 -1.0291
44 C -2.4636 0.1250 -0.0701
45 O -1.2270 -0.1928 0.2813
46 C -3.6436 -0.3726 0.6432
47 C -3.7390 -1.3158 1.6819
48 C -4.9749 -1.5003 2.3024
49 C -6.1325 -0.7997 1.8882
50 C -6.0369 0.1003 0.8183
51 C -4.7936 0.2640 0.1949
52 H -2.8510 -1.8758 1.9764
53 H -5.0702 -2.1961 3.1356
54 H -7.0915 -0.9681 2.3853
55 H -6.9067 0.6562 0.4571

The net charge is 0. The spin multiplicity is 3. The value obtained for the frontier orbital gap (spin up / spin down) is 6.3 / 8.3 eV. As for the expectation value of S²: 2.01. The HOMO energy (spin up / spin down) is -6.217 / -8.347 eV. As for the energy relative to the best compared isomer or geometry (same formula, charge and spin): 0.000 eV.

These are the Löwdin partial charges, in e, on atoms 1 to 2: number 1, C, carries -0.09; number 2, C, carries -0.06

Record 5
Here is the ion C5H5IN3O2 with charge +1 in a non-equilibrium geometry from OMol25. Energies are from ωB97M-V/def2-TZVPD.

Atoms and positions in Å:
1 C 0.0559 1.2959 0.8015
2 C -1.8662 0.0190 1.1907
3 C 0.3019 -0.6602 -0.5077
4 C -1.4850 -2.1655 -0.2992
5 C 2.0013 1.1767 -0.7576
6 N -1.1331 1.0154 1.4080
7 N 0.7700 0.6123 -0.0783
8 N -0.8953 -1.0950 0.1350
9 O -2.8835 -0.4547 1.4247
10 O 0.9361 -1.3016 -1.3107
11 I 0.7703 3.1167 1.5888
12 H -1.1145 -2.7979 -1.0416
13 H -2.3835 -2.5549 0.2701
14 H 2.7318 1.6338 -0.0614
15 H 2.6561 0.3652 -1.2933
16 H 1.5377 1.7948 -1.4690

The net charge is +1. The value obtained for the frontier orbital gap is 8.0 eV. As for the SMILES: C=[N+]1C(=O)N=C(I)N(C)C1=O. The HOMO energy is -14.013 eV. As for the energy relative to the best compared isomer or geometry (same formula, charge and spin): 0.000 eV.

These are the Löwdin partial charges, in e, on atoms 1 to 2: number 1, C, carries -0.66; number 2, C, carries -0.41

Record 6
Here is a cluster of 9 separate species, C41H89BClN9O16PS2 in total in a non-equilibrium geometry from OMol25. Energies are from ωB97M-V/def2-TZVPD.

Atoms and positions in Å:
1 C 0.7571 4.2472 -1.0919
2 C -0.1444 3.6907 -0.2341
3 C 0.1690 2.4121 0.5380
4 C -0.8475 1.2416 0.5412
5 C -1.9143 1.5943 1.6379
6 C -2.6376 2.9139 1.8336
7 O -3.7787 3.1202 1.7050
8 Cl -1.7080 4.2340 2.6483
9 C -0.1956 0.0233 1.3695
10 S 1.3124 0.3284 2.3629
11 C -0.2231 -1.3318 0.5206
12 O -1.3449 -2.0481 1.0327
13 B 0.9671 -2.3716 0.7756
14 O 1.3675 -2.6437 2.0606
15 O 1.4803 -3.1414 -0.2410
16 C 2.9066 -3.3368 -0.1453
17 C -0.3638 -0.6707 -0.8795
18 S 1.4501 -0.1935 -1.0758
19 P -0.6997 -1.9987 -2.1496
20 O -1.8527 -1.7537 -3.0250
21 O -0.9824 -3.3824 -1.4122
22 O 0.6023 -2.2066 -3.0693
23 N -1.1978 0.6005 -0.8157
24 C -0.7169 1.4365 -1.9822
25 O -0.5586 0.6693 -3.1247
26 C -0.5246 1.5012 -4.2779
27 C -2.6784 0.3792 -1.1804
28 C -3.3084 -0.8649 -0.5523
29 C -3.7390 1.4658 -0.9132
30 C -3.6126 2.9317 -1.2980
31 C -4.9722 3.6379 -1.0836
32 H 1.1576 5.2266 -0.8489
33 H 1.1146 3.7487 -1.9890
34 H -1.0657 4.2412 -0.0742
35 H 0.2350 2.8076 1.5455
36 H 1.1574 2.1365 0.1868
37 H -2.6714 0.8204 1.7386
38 H -1.3631 1.5598 2.5761
39 H -0.8497 -0.3046 2.1656
40 H 0.9426 1.3886 3.0951
41 H -1.1365 -2.3993 1.9204
42 H 2.1501 -2.1547 2.3426
43 H 3.1355 -4.0706 0.6190
44 H 3.4267 -2.4038 0.0706
45 H 3.2521 -3.6700 -1.1198
46 H 1.9588 -1.2915 -1.6426
47 H -0.2547 -4.0042 -1.5497
48 H 0.4257 -3.0247 -3.5570
49 H 0.2203 1.9382 -1.7694
50 H -1.4090 2.2558 -2.1811
51 H -0.2876 2.5338 -4.0303
52 H -1.4795 1.4262 -4.7957
53 H 0.2529 1.1364 -4.9456
54 H -2.7647 0.1746 -2.2422
55 H -3.4866 -0.7458 0.5115
56 H -2.7993 -1.7997 -0.7293
57 H -4.2871 -0.9686 -1.0135
58 H -4.6095 1.1209 -1.4706
59 H -4.1015 1.3836 0.1120
60 H -3.4131 3.0125 -2.3684
61 H -2.8389 3.5076 -0.7955
62 H -5.7250 2.9223 -0.7568
63 H -4.8500 4.3412 -0.2605
64 H -5.2576 4.2186 -1.9542
65 C 8.1117 -3.3761 -0.2149
66 C 6.8068 -2.6269 -0.3044
67 O 5.9394 -2.7460 0.5520
68 N 6.6230 -1.8079 -1.3706
69 C 7.5407 -1.5532 -2.4678
70 H 8.1039 -3.9764 0.6900
71 H 8.2355 -4.0324 -1.0776
72 H 8.9502 -2.6811 -0.1626
73 H 5.7343 -1.3347 -1.3701
74 H 7.7820 -0.4884 -2.4985
75 H 7.0669 -1.8347 -3.4081
76 H 8.4547 -2.1229 -2.3528
77 C -2.0623 6.8367 -4.4241
78 C -1.7926 5.3839 -4.7281
79 O -1.8229 4.5260 -3.8527
80 N -1.5142 5.0532 -6.0113
81 C -1.4356 5.9278 -7.1697
82 H -2.2673 6.9358 -3.3630
83 H -1.1949 7.4489 -4.6718
84 H -2.9286 7.1918 -4.9825
85 H -1.3468 4.0693 -6.1486
86 H -2.1643 5.6131 -7.9172
87 H -0.4401 5.8656 -7.6102
88 H -1.6352 6.9569 -6.8949
89 C 8.8776 -2.3484 -6.1316
90 C 7.8751 -3.4587 -5.9144
91 O 7.8221 -4.0862 -4.8688
92 N 7.0238 -3.7414 -6.9347
93 C 6.9404 -3.1099 -8.2393
94 H 9.4800 -2.2470 -5.2343
95 H 9.5356 -2.5817 -6.9688
96 H 8.3701 -1.4018 -6.3224
97 H 6.3840 -4.4914 -6.7266
98 H 5.9465 -2.6817 -8.3793
99 H 7.1077 -3.8530 -9.0200
100 H 7.6794 -2.3231 -8.3395
101 C -6.7249 2.3253 2.9588
102 C -7.4866 2.5638 1.6804
103 O -7.2291 1.9525 0.6516
104 N -8.4718 3.4917 1.7020
105 C -8.9134 4.3104 2.8177
106 H -5.9740 1.5633 2.7787
107 H -6.2230 3.2411 3.2722
108 H -7.3908 1.9813 3.7513
109 H -8.9382 3.6035 0.8156
110 H -9.9666 4.1155 3.0224
111 H -8.8001 5.3657 2.5666
112 H -8.3366 4.0970 3.7104
113 C -4.0828 -3.2073 4.9494
114 C -3.2687 -2.6327 3.8206
115 O -2.0706 -2.8617 3.6937
116 N -3.8916 -1.8330 2.9232
117 C -5.2813 -1.4085 2.8775
118 H -3.4336 -3.8169 5.5695
119 H -4.5063 -2.4108 5.5616
120 H -4.8863 -3.8338 4.5615
121 H -3.2741 -1.5042 2.1971
122 H -5.7213 -1.7374 1.9346
123 H -5.3206 -0.3199 2.9201
124 H -5.8582 -1.8154 3.7005
125 C 5.8275 -3.0755 3.5860
126 C 7.1305 -3.5096 4.2047
127 O 8.1844 -3.4896 3.5786
128 N 7.1173 -3.9237 5.4997
129 C 5.9827 -4.0132 6.3985
130 H 6.0186 -2.7786 2.5572
131 H 5.1088 -3.8990 3.5904
132 H 5.4199 -2.2256 4.1300
133 H 8.0236 -4.1960 5.8464
134 H 6.1527 -3.3823 7.2728
135 H 5.8597 -5.0434 6.7369
136 H 5.0721 -3.6933 5.9047
137 C 6.0536 2.1226 3.1411
138 C 6.2598 0.6308 3.2793
139 O 5.3837 -0.1750 3.0011
140 N 7.4673 0.2023 3.7240
141 C 8.6209 0.9973 4.1022
142 H 5.0463 2.2982 2.7755
143 H 6.1682 2.6187 4.1053
144 H 6.7634 2.5455 2.4295
145 H 7.5466 -0.8034 3.7851
146 H 9.4715 0.7316 3.4733
147 H 8.8843 0.7926 5.1407
148 H 8.4186 2.0571 3.9929
149 C -10.0743 -0.6072 1.5683
150 C -9.6786 -1.3919 2.7970
151 O -9.6575 -0.8895 3.9085
152 N -9.3371 -2.6993 2.6312
153 C -9.2984 -3.4706 1.4020
154 H -10.3150 0.4067 1.8709
155 H -9.2533 -0.5720 0.8508
156 H -10.9520 -1.0489 1.0954
157 H -9.0865 -3.1591 3.4919
158 H -9.9756 -4.3223 1.4791
159 H -8.2889 -3.8514 1.2355
160 H -9.5906 -2.8642 0.5520

The net charge is +1. The value obtained for the frontier orbital gap is 8.6 eV. The HOMO energy is -10.490 eV. As for the energy relative to the best compared isomer or geometry (same formula, charge and spin): 0.000 eV.

These are the Löwdin partial charges, in e, on atoms 1 to 2: number 1, C, carries 0.03; number 2, C, carries -0.19

Number 1: E -41274.1382 eV. Number 2: E -8794.0335 eV. Number 3: E -144358.7753 eV. Number 4: E -73537.6652 eV. Number 5: E -21923.1049 eV. Number 6: E -134285.6321 eV.